DFT (ωB97M-V/def2-TZVPD) results for the ion C2HO5 with charge -1 at a distorted geometry.

Atoms and positions in Å:
1 C 1.095 1.262 -0.491
2 C 0.449 1.548 0.930
3 O 1.793 2.234 -0.845
4 O 0.924 0.162 -1.057
5 O -0.842 -0.612 0.685
6 O -0.552 0.651 1.390
7 O 0.792 2.325 1.736
8 H -0.158 -0.561 -0.247

Its total charge is -1. The HOMO-LUMO gap comes out at 9.54 eV. The energy above the lowest of the compared OMol25 structures with the same formula, charge and spin comes out at 4.0 kcal per mole. The value obtained for the LUMO energy is 4.24 eV. The electronic energy comes out at -453.00305 a.u. As for the HOMO energy: -5.29 eV.

=====

DFT (ωB97M-V/def2-TZVPD) results for a structure of composition C2HO5 at a distorted geometry.

Atoms and positions in Å:
1 C -1.908 -0.428 -0.142
2 C 1.199 -0.339 0.480
3 O -2.318 0.376 0.593
4 O -1.968 -1.364 -0.865
5 O 0.783 -0.581 -0.856
6 O -0.143 0.255 -0.153
7 O 2.189 0.608 0.737
8 H 2.166 1.473 0.206

Its total charge is -1. The HOMO-LUMO gap comes out at 7.50 eV. The energy above the lowest of the compared OMol25 structures with the same formula, charge and spin comes out at 66.8 kcal per mole. The value obtained for the LUMO energy is 4.10 eV. The electronic energy comes out at -452.90293 a.u. As for the HOMO energy: -3.40 eV.